(1)
DFT (the ωB97M-V functional and the def2-TZVPD basis) results for a structure of composition C37H64InN12.

Its energy is -62456.1416 eV. Its total charge is -1. The calculation puts the HOMO-LUMO gap at 5.67 eV.

Element x y z (Å)
C  -1.02  -5.58  3.62
C  -1.32  -4.51  3.16
In  -1.72  -2.66  1.92
C  -3.89  -2.14  1.96
C  -4.73  -3.43  1.75
C  -5.02  -3.71  0.29
N  -5.82  -4.95  0.15
C  -0.35  -1.03  2.62
C  -0.98  0.38  2.61
C  -0.70  1.12  1.30
C  0.79  1.45  1.09
C  1.19  1.18  -0.35
C  2.71  1.15  -0.59
C  3.25  -0.23  -1.04
C  3.80  -0.26  -2.49
C  5.21  -0.85  -2.50
C  5.65  -1.40  -3.85
H  -0.59  -6.52  3.81
H  -1.29  -3.03  0.21
H  -4.09  -1.52  1.09
H  -4.22  -1.61  2.85
H  -4.22  -4.30  2.16
H  -5.69  -3.36  2.25
H  -5.56  -2.90  -0.18
H  -4.11  -3.88  -0.28
H  -6.56  -4.95  0.83
H  -5.23  -5.72  0.40
H  0.48  -1.01  1.93
H  0.08  -1.24  3.59
H  -2.05  0.38  2.80
H  -0.52  0.97  3.41
H  -1.27  2.04  1.28
H  -1.01  0.46  0.50
H  0.95  2.50  1.31
H  1.42  0.91  1.79
H  0.76  1.94  -0.99
H  0.78  0.22  -0.65
H  3.04  1.91  -1.29
H  3.19  1.37  0.36
H  2.47  -0.97  -0.92
H  4.07  -0.50  -0.38
H  3.12  -0.90  -3.06
H  3.75  0.72  -2.95
H  5.21  -1.67  -1.80
H  5.90  -0.07  -2.21
H  6.71  -1.61  -3.78
H  5.53  -0.70  -4.67
H  5.18  -2.34  -4.09
C  -6.83  -3.24  5.64
C  -7.39  -3.58  4.33
N  -7.84  -3.85  3.30
H  -7.55  -2.64  6.20
H  -6.62  -4.15  6.20
H  -5.91  -2.68  5.52
C  -7.52  -6.63  8.39
C  -6.68  -5.50  8.83
N  -6.02  -4.63  9.19
H  -7.77  -6.52  7.34
H  -6.98  -7.56  8.54
H  -8.43  -6.65  8.98
C  7.51  -0.37  -7.41
C  7.45  0.64  -6.35
N  7.41  1.43  -5.51
H  7.75  -1.33  -6.98
H  6.54  -0.43  -7.91
H  8.27  -0.10  -8.14
C  10.61  0.58  -11.26
C  9.89  -0.43  -10.49
N  9.34  -1.27  -9.91
H  11.06  0.10  -12.13
H  9.95  1.37  -11.59
H  11.39  1.01  -10.64
C  -9.41  -5.53  12.50
C  -9.49  -6.61  11.52
N  -9.55  -7.47  10.74
H  -8.77  -4.73  12.13
H  -10.40  -5.14  12.70
H  -8.98  -5.92  13.42
C  9.86  4.80  -7.32
C  10.41  4.15  -8.51
N  10.88  3.67  -9.45
H  10.65  5.03  -6.62
H  9.36  5.72  -7.61
H  9.14  4.14  -6.83
C  6.42  7.74  -7.96
C  7.77  8.21  -7.66
N  8.81  8.64  -7.44
H  6.32  7.56  -9.03
H  6.22  6.81  -7.41
H  5.70  8.49  -7.66
C  -5.81  -7.77  12.69
C  -6.46  -7.00  13.75
N  -6.96  -6.40  14.58
H  -5.55  -7.11  11.86
H  -4.91  -8.24  13.07
H  -6.49  -8.54  12.33
C  -10.71  -1.07  5.30
C  -9.55  -0.23  5.57
N  -8.62  0.43  5.78
H  -10.91  -1.09  4.23
H  -10.51  -2.09  5.64
H  -11.58  -0.68  5.82
C  0.93  10.26  -4.01
C  1.48  9.44  -5.09
N  1.91  8.80  -5.95
H  1.71  10.46  -3.27
H  0.56  11.20  -4.41
H  0.11  9.73  -3.53
C  3.54  11.35  -8.15
C  4.09  10.58  -9.27
N  4.50  10.00  -10.17
H  4.32  11.56  -7.42
H  3.14  12.29  -8.53
H  2.74  10.79  -7.67

=====

(2)
DFT (the ωB97M-V functional and the def2-TZVPD basis) results for a cluster of 7 separate species, C37H66BrO18PS2 in total.

Its energy is -177288.1521 eV. The calculation puts the HOMO-LUMO gap at 7.50 eV. As for the SMILES: CCOCC[C@]1(P(O)Br)OS(=O)(=O)O[C@@]1(S)Cc1ccccc1.CCOC(C)=O.CCOC(C)=O.CCOC(C)=O.CCOC(C)=O.CCOC(C)=O.CCOC(C)=O.

Element x y z (Å)
C  5.13  1.36  -1.87
C  3.75  0.58  -2.07
O  3.85  -0.87  -2.02
C  3.27  -1.43  -0.82
C  2.05  -2.47  -1.14
C  0.62  -1.76  -1.34
P  -0.01  -2.62  -2.95
O  0.97  -2.14  -4.28
Br  0.23  -4.90  -2.66
O  0.78  -0.30  -1.48
S  0.30  0.61  -0.16
O  -0.33  1.93  -0.49
O  1.29  0.95  0.91
O  -0.61  -0.60  0.56
C  -0.50  -1.86  -0.19
S  -0.21  -3.06  1.24
C  -2.03  -2.18  -0.58
C  -2.73  -1.12  -1.55
C  -3.01  0.37  -1.19
C  -3.66  1.40  -2.15
C  -4.06  0.93  -3.56
C  -3.87  -0.57  -3.99
C  -3.21  -1.56  -2.98
H  5.83  1.31  -2.77
H  4.85  2.48  -1.76
H  5.59  1.06  -0.88
H  2.98  1.03  -1.35
H  3.36  0.83  -3.13
H  2.99  -0.66  -0.02
H  4.09  -2.09  -0.35
H  2.34  -2.93  -2.16
H  2.06  -3.34  -0.40
H  1.44  -2.94  -4.62
H  -0.60  -4.29  0.68
H  -2.68  -2.23  0.37
H  -2.06  -3.23  -1.06
H  -2.68  0.69  -0.14
H  -3.76  2.47  -1.76
H  -4.51  1.71  -4.28
H  -4.19  -0.93  -5.04
H  -3.06  -2.65  -3.30
O  7.87  -0.48  -0.08
C  8.06  -1.26  -0.99
O  7.37  -1.14  -2.14
C  7.65  -1.88  -3.33
C  6.94  -3.22  -3.31
C  8.97  -2.44  -0.81
H  8.73  -1.98  -3.49
H  7.26  -1.29  -4.16
H  7.29  -3.85  -2.48
H  7.10  -3.76  -4.24
H  5.86  -3.08  -3.17
H  8.42  -3.25  -0.34
H  9.80  -2.14  -0.16
H  9.43  -2.78  -1.74
O  -4.41  4.19  -4.34
C  -5.57  4.54  -4.31
O  -6.55  3.62  -4.26
C  -7.93  3.92  -4.02
C  -8.63  4.29  -5.32
C  -5.93  6.00  -4.42
H  -8.04  4.69  -3.26
H  -8.38  3.02  -3.61
H  -8.21  5.19  -5.77
H  -9.70  4.46  -5.14
H  -8.52  3.48  -6.05
H  -5.97  6.28  -5.47
H  -5.16  6.57  -3.92
H  -6.87  6.25  -3.93
O  -4.22  -0.17  2.16
C  -3.84  -0.68  3.19
O  -4.56  -1.66  3.77
C  -4.10  -2.46  4.87
C  -4.38  -1.77  6.19
C  -2.61  -0.17  3.89
H  -3.05  -2.72  4.75
H  -4.66  -3.39  4.83
H  -3.85  -0.82  6.27
H  -4.09  -2.41  7.03
H  -5.45  -1.54  6.28
H  -2.88  0.67  4.52
H  -1.89  0.16  3.13
H  -2.10  -0.93  4.48
O  -4.60  8.10  -4.71
C  -4.09  8.75  -3.82
O  -4.48  10.03  -3.62
C  -4.10  10.82  -2.48
C  -2.76  11.50  -2.72
C  -2.97  8.19  -3.00
H  -4.11  10.23  -1.57
H  -4.87  11.58  -2.37
H  -1.96  10.77  -2.86
H  -2.50  12.14  -1.88
H  -2.80  12.10  -3.63
H  -2.03  8.35  -3.52
H  -3.13  7.12  -2.87
H  -2.91  8.61  -1.99
O  7.14  -4.63  0.06
C  6.77  -4.43  1.20
O  6.15  -5.40  1.89
C  5.84  -5.34  3.29
C  4.52  -4.63  3.52
C  6.90  -3.07  1.83
H  6.67  -4.89  3.85
H  5.77  -6.37  3.64
H  4.56  -3.60  3.18
H  4.27  -4.64  4.59
H  3.72  -5.13  2.97
H  6.05  -2.45  1.54
H  7.82  -2.61  1.46
H  6.99  -3.09  2.92
O  -0.90  -3.25  4.69
C  -0.52  -3.76  5.72
O  -1.23  -4.75  6.30
C  -0.77  -5.54  7.40
C  -1.06  -4.86  8.72
C  0.71  -3.25  6.42
H  0.28  -5.81  7.28
H  -1.33  -6.48  7.35
H  -0.52  -3.91  8.80
H  -0.76  -5.50  9.55
H  -2.12  -4.63  8.81
H  0.44  -2.41  7.05
H  1.42  -2.92  5.66
H  1.23  -4.00  7.01